# 1
The following is a DFT calculation (ωB97M-V with the def2-TZVPD basis set) of a molecular structure, C24H98Ba2NO26.

2S+1 = 1
Charge = +1
Total energy = -3034.76217 Ha
HOMO-LUMO gap = 0.2672 Eh

Each line ends with the Mulliken charge.
Positions of all 151 atoms, in Å:
N  0.413713  -3.753089  0.492498  1.39
H  -0.196921  -4.158230  1.187555  0.15
H  0.302589  -2.749386  0.510320  -0.69
H  0.263579  -4.150116  -0.423974  0.44
H  1.324631  -3.944993  0.884282  0.25
Ba  1.174272  0.117568  3.085643  0.90
Ba  -2.663119  -1.961737  2.495433  2.02
O  -1.193984  -0.499224  4.286748  -0.80
H  -1.865495  -0.940277  4.842700  0.08
O  -1.231434  -4.219344  2.505154  -1.25
H  -2.068889  -4.720826  2.546518  0.03
O  1.248799  1.798033  0.705709  0.39
C  0.165864  1.314963  -0.009806  -1.06
C  -0.221469  -0.250696  -0.136375  0.22
O  -0.299767  -1.095009  1.026880  -0.27
H  0.350195  1.723665  -1.003328  -0.01
H  -0.683891  1.838186  0.428678  0.06
H  0.599923  -0.656352  -0.727018  -0.55
H  -1.109497  -0.381052  -0.754846  -0.32
C  -3.769076  1.769062  1.178448  -0.73
O  -3.296215  0.762664  2.089293  -0.18
H  -3.449867  1.568029  0.155809  -0.01
H  -4.858736  1.794392  1.168523  0.36
H  -3.356793  2.714706  1.530409  0.46
H  -3.070067  1.188308  2.919524  0.20
C  0.412396  3.731259  4.097335  -0.63
O  0.427937  2.361988  4.504315  -0.07
H  -0.361056  4.364193  4.532362  0.45
H  1.417794  4.152216  4.088447  0.31
H  0.187554  3.822114  3.034652  -0.10
H  0.427893  2.408607  5.463188  0.10
C  1.841912  7.801203  1.136782  -0.52
O  2.337051  6.712366  1.830795  -0.54
H  1.397564  7.403616  0.224325  0.10
H  1.050243  8.288788  1.705648  0.28
H  2.568733  8.530682  0.779435  0.30
H  1.893565  5.947776  1.456183  0.22
C  -5.272289  2.248809  -1.963486  -0.01
O  -6.322833  1.618753  -2.628915  -0.57
H  -4.917651  3.037767  -2.626718  0.32
H  -5.639363  2.660760  -1.023447  0.24
H  -4.469521  1.521289  -1.843642  -0.26
H  -5.980263  1.442544  -3.508227  0.33
C  -0.641141  -7.376671  1.380576  -0.51
O  0.143012  -6.480490  2.130494  -0.39
H  -0.081984  -8.311597  1.343841  0.24
H  -1.617222  -7.559121  1.830114  0.29
H  -0.727372  -6.976237  0.370461  0.11
H  -0.439852  -5.747663  2.342213  0.24
C  1.755820  -3.794632  4.133530  -0.87
O  0.955431  -2.915533  3.327968  0.44
H  2.128795  -4.643595  3.560598  0.19
H  2.484905  -3.180770  4.662409  0.31
H  1.159562  -4.220465  4.940534  0.26
H  0.106263  -3.298118  3.095302  0.10
C  1.240232  4.766526  -3.540841  -0.52
O  1.888418  6.020229  -3.781810  -0.55
H  0.252733  4.699744  -3.997444  0.35
H  1.895637  3.985923  -3.927111  0.25
H  1.184468  4.590673  -2.466574  0.11
H  2.767514  5.782916  -4.085910  0.32
C  2.666186  -5.781428  -0.267471  -0.34
O  3.021975  -4.755406  0.612244  -0.41
H  3.349303  -6.623211  -0.154099  0.48
H  1.662466  -6.205561  -0.239807  -0.02
H  2.723919  -5.358907  -1.270581  0.05
H  3.934103  -4.948402  0.841141  0.31
C  1.079350  0.970956  -5.541138  -0.25
O  2.389546  1.238938  -5.837428  -0.53
H  0.635988  1.823970  -5.027417  0.02
H  0.522780  0.747667  -6.451345  0.41
H  0.997598  0.055271  -4.955548  0.05
H  2.411322  2.032722  -6.376908  0.31
C  0.148052  -3.448775  -2.949688  0.21
O  0.275654  -4.520733  -2.008127  -0.71
H  -0.855816  -3.024215  -2.959267  -0.40
H  0.794331  -2.619437  -2.662260  -0.26
H  0.343393  -3.669474  -3.999088  0.67
H  0.547438  -5.293744  -2.508312  0.30
C  3.422335  -1.389480  0.931799  -0.41
O  3.525437  -0.854096  2.228805  -0.40
H  3.791485  -0.681847  0.189449  0.43
H  3.963262  -2.332351  0.851246  0.43
H  2.411825  -1.570517  0.565455  -0.08
H  4.426965  -0.998315  2.525534  0.21
C  -0.340371  5.185854  0.167990  -1.01
O  0.956352  4.616904  0.396086  0.86
H  -0.350389  6.240779  -0.106095  0.38
H  -0.857637  4.625299  -0.610670  0.25
H  -0.832814  5.051650  1.131105  0.22
H  0.900524  3.658961  0.367303  -0.51
C  3.729797  -2.638855  -2.797955  0.05
O  4.946432  -2.480118  -3.560989  -0.56
H  3.253210  -3.590235  -3.034245  0.26
H  3.801143  -2.590955  -1.711345  0.01
H  3.049694  -1.860746  -3.144519  -0.08
H  4.808941  -1.692345  -4.092137  0.35
C  -0.499028  -2.033705  7.360688  -0.46
O  -0.550063  -0.702758  6.864508  -0.47
H  -1.519281  -2.407731  7.446065  0.28
H  -0.077470  -2.717691  6.624105  0.00
H  -0.023584  -2.200665  8.327218  0.32
H  -0.802868  -0.713498  5.938453  0.21
C  3.211811  1.471510  -2.218361  -0.25
O  3.591613  2.041016  -0.993683  -0.57
H  2.244175  1.775642  -2.617459  0.01
H  3.950976  1.684626  -2.990574  0.46
H  3.201745  0.383938  -2.146291  -0.05
H  2.820477  1.982699  -0.424859  0.00
C  -4.299621  -1.492440  -0.599513  -0.01
O  -3.480154  -2.476323  -0.068835  -0.19
H  -5.208982  -1.946488  -0.993216  0.41
H  -4.496963  -0.712042  0.135427  0.04
H  -3.803954  -0.956090  -1.408672  -0.29
H  -3.329246  -3.139652  -0.746196  0.12
C  -3.377225  -3.886682  -3.286502  -0.34
O  -2.852610  -4.204716  -2.034370  -0.51
H  -2.966882  -4.519493  -4.073429  0.41
H  -4.462116  -3.991509  -3.298067  0.30
H  -3.003616  -2.875328  -3.446766  -0.18
H  -2.642005  -5.141102  -2.013683  0.24
C  -5.049457  -0.672185  -5.046978  -0.42
O  -5.233376  0.743999  -5.121814  -0.58
H  -4.758314  -0.991524  -4.046297  -0.09
H  -6.018030  -1.163754  -5.138240  0.49
H  -4.444170  -1.047800  -5.871975  0.33
H  -5.497035  0.898192  -6.031927  0.28
C  4.457766  2.800283  2.480923  -0.74
O  3.113588  2.488403  2.816653  -0.27
H  5.104101  2.598396  3.335086  0.33
H  4.782063  2.142727  1.674357  0.17
H  4.581376  3.806004  2.079234  0.22
H  2.581443  2.606993  2.026488  0.07
C  -1.740963  0.183894  -3.556768  0.20
O  -1.826104  0.021840  -4.955668  -0.58
H  -2.670589  0.545657  -3.117433  0.00
H  -1.480495  -0.723408  -3.011743  -0.45
H  -1.010278  0.950413  -3.298626  0.42
H  -1.960749  0.907474  -5.300822  0.38
C  -3.435042  1.448359  6.201887  -0.71
O  -2.935673  1.572222  4.873940  -0.60
H  -3.464349  0.406581  6.521147  0.24
H  -2.826314  2.007792  6.912233  0.25
H  -4.458698  1.796561  6.339652  0.30
H  -2.200935  0.970251  4.734717  0.46
C  4.137138  5.090099  -0.761841  -0.08
O  5.181535  4.163822  -0.944997  -0.62
H  4.542738  6.100710  -0.809510  0.39
H  3.441850  4.958047  -1.590835  0.01
H  3.530474  5.017942  0.140841  -0.09
H  4.714360  3.325586  -0.971549  0.50

Forces on atoms 1 to 6 (eV/Å):
0.9 -0.3 0.5
-1.3 -0.1 0.5
-0.7 1.5 0.2
0.2 -0.2 -0.4
0.8 -0.2 -0.3
-0.6 0.2 -0.7



# 2
The following is a DFT calculation (ωB97M-V with the def2-TZVPD basis set) of a molecular structure, C25H11ClI3N3O6Rh.

2S+1 = 1
Charge = -1
Total energy = -3039.02247 Ha
HOMO-LUMO gap = 0.2499 Eh

Each line ends with the Mulliken charge.
Positions of all 50 atoms, in Å:
Rh  -0.430791  0.524760  -0.681708  -0.25
I  0.212593  4.774905  -3.326221  0.06
C  0.209154  4.427475  -1.279289  -0.46
C  0.024489  5.479380  -0.364668  -0.30
C  0.007419  5.246794  0.985052  -0.37
I  -0.331126  6.861460  2.270050  0.03
C  0.189623  3.937244  1.491618  0.72
C  0.208314  3.563845  2.853014  -0.65
C  0.348778  2.249517  3.200651  -0.98
C  0.474860  1.280239  2.193522  -0.28
N  0.484853  1.591518  0.920397  -0.05
C  0.350943  2.900238  0.555427  0.42
C  0.325384  3.118580  -0.853741  0.74
O  0.404541  2.078190  -1.636306  -0.26
H  -0.126481  6.481063  -0.742272  0.34
H  0.107291  4.327914  3.612585  0.19
H  0.374637  1.946648  4.237839  0.39
H  0.586297  0.231237  2.439418  0.48
O  5.185163  0.138474  -4.299410  -0.73
C  4.038501  -0.010649  -4.762147  0.42
O  3.607968  -0.054821  -5.925736  -0.72
C  2.941876  -0.188707  -3.671355  0.29
C  3.299573  -0.258579  -2.325389  -0.85
C  2.325705  -0.435063  -1.373781  -0.22
N  1.023702  -0.548135  -1.695341  0.06
C  0.682924  -0.499121  -2.993913  1.11
C  1.599113  -0.313384  -4.006463  -0.66
C  -0.797149  -0.625146  -3.202577  0.07
O  -1.263855  -1.174287  -4.173449  -0.68
O  -1.497047  -0.127728  -2.205922  -0.50
H  4.344332  -0.173481  -2.061618  0.47
H  2.565020  -0.514022  -0.319906  0.43
H  1.282724  -0.267031  -5.038196  0.53
Cl  -6.615933  -1.976871  -0.044233  -0.29
C  -5.238939  -0.917824  0.106516  0.43
C  -5.431603  0.431613  0.189659  -0.37
C  -4.334598  1.311871  0.238904  -0.44
I  -4.604836  3.368953  0.375571  0.03
C  -3.034869  0.852790  0.146656  0.52
O  -1.980381  1.615275  0.064625  -0.02
C  -2.858157  -0.562841  0.169160  0.71
N  -1.557701  -0.972444  0.231802  -0.06
C  -1.294446  -2.258218  0.190415  -0.25
C  -2.305393  -3.228570  0.113261  -0.93
C  -3.615144  -2.837656  0.103357  -0.75
C  -3.933406  -1.462933  0.125917  -0.08
H  -6.437983  0.826613  0.195807  0.41
H  -0.250690  -2.540978  0.244906  0.47
H  -2.034491  -4.274298  0.086583  0.41
H  -4.414358  -3.565807  0.081432  0.41

Forces on atoms 1 to 6 (eV/Å):
0.2 -0.1 0.7
0.0 0.1 0.0
0.0 0.0 -0.2
0.1 -0.2 0.1
0.0 0.1 0.0
0.0 0.0 0.0



# 3
The following is a DFT calculation (ωB97M-V with the def2-TZVPD basis set) of a molecular structure, C25H12Cl2N6O9Ta.

2S+1 = 1
Charge = +1
Total energy = -2942.62715 Ha
HOMO-LUMO gap = 0.2189 Eh

Each line ends with the Mulliken charge.
Positions of all 55 atoms, in Å:
Ta  0.993964  0.520365  -0.037153  2.23
Cl  -3.936036  -0.408935  -4.821053  -0.19
C  -2.415236  -0.165635  -4.084653  -0.45
C  -2.328636  -0.163635  -2.699853  -0.40
C  -1.109236  0.042465  -2.068253  0.53
N  -0.896236  0.243665  -0.712953  0.24
C  -1.215736  -0.082335  1.751147  2.66
O  -2.118636  -1.145135  2.052947  -0.66
C  -0.123336  -0.025635  2.779847  -0.57
C  -0.466636  -0.217535  4.113547  -0.67
C  0.524664  -0.126435  5.074847  -0.74
C  1.828264  0.122765  4.664047  -0.94
C  2.082464  0.261965  3.313747  0.04
N  1.131864  0.199365  2.379447  0.05
C  0.059164  0.205565  -2.861753  0.18
C  -0.036236  0.216765  -4.247353  -0.85
C  -1.267736  0.039365  -4.861953  0.24
Cl  -1.382436  0.072565  -6.564953  -0.18
N  1.235664  0.338465  -2.111253  -0.23
C  2.443764  0.092565  -2.703253  0.62
O  2.683764  -0.174035  -3.857253  -0.64
C  3.548864  0.137765  -1.685053  0.37
C  4.837564  -0.248935  -2.033653  -0.65
C  5.830164  -0.227935  -1.069253  -0.29
C  5.508164  0.253465  0.196547  -0.92
C  4.212164  0.656765  0.452847  -0.07
N  3.223264  0.556665  -0.448553  -0.35
H  -3.231636  -0.304735  -2.133953  0.57
H  -1.496736  -0.419535  4.364447  0.58
H  0.282664  -0.237635  6.119947  0.49
H  2.633964  0.212965  5.376047  0.44
H  3.086564  0.439165  2.960547  0.18
H  0.843464  0.356465  -4.854853  0.59
H  5.023764  -0.556435  -3.052453  0.52
H  6.832964  -0.553235  -1.297053  0.48
H  6.254764  0.315265  0.973047  0.43
H  3.944164  1.096165  1.403647  0.68
O  -1.026236  3.424365  2.101847  -0.56
C  -0.864036  2.397465  1.519347  0.14
O  0.229964  2.077365  0.829347  -0.81
C  -1.860336  1.251665  1.465447  0.13
C  -3.076936  1.343365  0.906447  -0.73
C  -3.884136  0.231565  0.428547  -0.24
C  -3.504036  -1.031235  0.168447  -0.89
C  -2.216636  -1.549935  0.698247  1.31
C  -0.923136  -0.723135  0.337647  -0.42
O  0.281164  -1.357835  0.336247  -1.12
N  -1.979436  -3.017235  0.495347  1.14
O  -2.369136  -3.454935  -0.553053  -0.62
O  -1.371536  -3.581635  1.355347  -0.60
N  -5.255936  0.601865  0.011447  1.09
O  -5.586736  1.741065  0.199547  -0.62
O  -5.924436  -0.269635  -0.479053  -0.61
H  -3.509436  2.320865  0.722347  0.65
H  -4.180536  -1.726835  -0.313653  0.44

Forces on atoms 1 to 6 (eV/Å):
-0.8 -1.2 0.7
-0.3 0.0 0.0
0.6 0.0 -0.1
0.2 0.0 0.2
0.4 -0.2 -1.6
1.2 0.6 0.0